(1)
A 2-piece molecular cluster, C10H16 overall, computed with ωB97M-V/def2-TZVPD.

As for the SMILES: Cc1ccccc1.CCC. The calculation puts the total energy at -10629.26172 eV. Its LUMO energy is 1.00 eV. The HOMO energy is -9.02 eV. Its frontier orbital gap is 10.027 eV.

```
26
Properties=species:S:1:pos:R:3:mulliken_charge:R:1
C -2.396 3.327 0.877 -1.420
C -1.341 2.605 0.088 1.064
C -0.027 3.065 0.272 -0.569
C 1.033 2.346 -0.262 -0.335
C 0.783 1.223 -1.054 -0.741
C -0.520 0.782 -1.165 -0.200
C -1.618 1.420 -0.579 -0.754
H -2.026 3.584 1.869 0.338
H -3.303 2.749 1.053 0.352
H -2.745 4.229 0.367 0.289
H 0.190 3.936 0.873 0.360
H 2.052 2.580 0.026 0.356
H 1.615 0.704 -1.509 0.453
H -0.718 -0.176 -1.638 0.448
H -2.585 0.943 -0.585 0.351
C 1.317 -2.629 1.343 -1.243
C 0.833 -2.493 -0.109 0.264
C 0.891 -3.846 -0.847 -1.300
H 2.240 -3.214 1.345 0.313
H 0.638 -3.174 1.997 0.346
H 1.596 -1.652 1.742 0.320
H -0.157 -2.054 -0.194 0.223
H 1.528 -1.803 -0.572 0.064
H 0.280 -4.640 -0.443 0.347
H 0.519 -3.655 -1.864 0.333
H 1.921 -4.156 -1.030 0.341
```

---

(2)
A 2-piece molecular cluster, C10H16 overall, computed with ωB97M-V/def2-TZVPD.

As for the SMILES: CCc1ccccc1.CC. The calculation puts the total energy at -10627.15454 eV. Its LUMO energy is 0.91 eV. The HOMO energy is -8.77 eV. Its frontier orbital gap is 9.677 eV.

```
26
Properties=species:S:1:pos:R:3:mulliken_charge:R:1
C -1.408 -0.764 -1.111 -1.008
C -0.389 -0.080 -0.114 -0.422
C -0.707 0.485 1.233 0.514
C -0.363 -0.164 2.417 -0.382
C -0.087 0.603 3.578 -0.404
C -0.506 1.976 3.749 -0.606
C -1.147 2.568 2.514 -0.646
C -0.990 1.873 1.268 -0.554
H -2.300 -1.094 -0.568 0.421
H -0.991 -1.674 -1.486 0.252
H -1.680 -0.100 -1.987 0.255
H 0.470 -0.776 0.137 0.341
H 0.108 0.668 -0.735 0.302
H -0.304 -1.304 2.488 0.294
H 0.371 0.151 4.462 0.316
H -0.453 2.431 4.622 0.522
H -1.541 3.555 2.740 0.333
H -1.053 2.374 0.351 0.399
C 1.115 -0.704 -3.034 -0.505
C 2.182 -1.843 -2.707 -0.961
H 1.320 -0.172 -3.982 0.402
H 0.243 -1.314 -3.383 0.219
H 1.019 0.020 -2.248 0.003
H 2.255 -2.403 -3.691 0.325
H 3.164 -1.640 -2.314 0.323
H 1.670 -2.671 -2.199 0.267
```

---

(3)
A 2-piece molecular cluster, C10H16 overall, computed with ωB97M-V/def2-TZVPD.

As for the SMILES: Cc1ccccc1.CCC. The calculation puts the total energy at -10628.70693 eV. Its LUMO energy is 1.01 eV. The HOMO energy is -8.97 eV. Its frontier orbital gap is 9.978 eV.

```
26
Properties=species:S:1:pos:R:3:mulliken_charge:R:1
C -1.921 0.719 2.210 -1.371
C -0.850 -0.202 1.665 0.626
C 0.364 -0.297 2.335 -0.478
C 1.478 -0.930 1.779 -0.236
C 1.305 -1.629 0.570 -0.753
C 0.018 -1.775 0.095 -0.294
C -1.079 -1.129 0.656 -0.476
H -2.917 0.400 1.867 0.344
H -1.688 1.649 1.692 0.260
H -2.072 0.829 3.275 0.389
H 0.600 0.044 3.343 0.342
H 2.459 -0.968 2.229 0.405
H 2.189 -2.093 0.152 0.461
H -0.145 -2.503 -0.695 0.371
H -2.094 -1.315 0.333 0.404
C 1.602 0.453 -1.918 -1.095
C 0.159 0.534 -2.384 -0.065
C -0.717 1.546 -1.709 -1.114
H 1.780 0.130 -0.880 0.139
H 2.284 1.310 -1.987 0.396
H 2.069 -0.357 -2.491 0.320
H 0.200 0.610 -3.473 0.410
H -0.236 -0.483 -2.260 0.129
H -0.234 1.838 -0.773 0.244
H -0.879 2.498 -2.220 0.384
H -1.677 1.121 -1.411 0.259
```

---

(4)
A 2-piece molecular cluster, C10H16 overall, computed with ωB97M-V/def2-TZVPD.

The calculation puts the total energy at -10620.43935 eV. Its LUMO energy (alpha / beta) is -4.32 / -8.13 eV. As for the spin multiplicity: 2. As for the expectation value of S²: 0.768. The HOMO energy (alpha / beta) is -14.20 / -14.20 eV. Its frontier orbital gap (alpha / beta) is 9.888 / 6.070 eV. The charge is +1.

```
26
Properties=species:S:1:pos:R:3:lowdin_spin:R:1
C 2.718 -0.396 0.634 0.003
C 3.044 -1.608 -0.211 0.001
H 3.476 -0.328 1.416 0.000
H 2.673 0.566 0.134 0.000
H 1.780 -0.556 1.162 0.002
H 4.099 -1.724 -0.494 0.000
H 2.416 -1.732 -1.091 0.000
H 3.064 -2.517 0.398 0.000
C -2.383 0.235 -1.384 0.058
C -1.985 -1.102 -2.043 0.024
C -1.512 0.615 -0.268 0.262
C -1.057 1.971 -0.181 0.094
C -1.093 -0.306 0.739 0.099
C -0.432 2.378 0.967 0.063
C -0.408 0.084 1.846 0.047
C -0.088 1.459 1.978 0.303
H -2.494 1.018 -2.130 0.002
H -3.436 0.166 -1.103 0.025
H -2.062 -1.927 -1.341 0.000
H -1.468 2.777 -0.775 0.001
H -1.224 -1.357 0.536 0.002
H -0.248 3.442 1.040 -0.001
H -0.252 -0.603 2.668 -0.001
H 0.468 1.787 2.848 0.012
H -0.973 -1.047 -2.443 0.000
H -2.624 -1.296 -2.901 0.003
```

---

(5)
A 2-piece molecular cluster, C10H16 overall, computed with ωB97M-V/def2-TZVPD.

The calculation puts the total energy at -10618.91739 eV. Its LUMO energy (alpha / beta) is -4.29 / -8.57 eV. As for the spin multiplicity: 2. As for the expectation value of S²: 0.768. The HOMO energy (alpha / beta) is -13.71 / -13.71 eV. Its frontier orbital gap (alpha / beta) is 9.417 / 5.137 eV. The charge is +1.

```
26
Properties=species:S:1:pos:R:3:lowdin_spin:R:1
C 1.496 -0.367 -2.102 0.065
C -0.951 -0.850 -1.992 0.138
C 0.096 0.073 -1.889 0.257
C -2.235 -0.497 -1.644 0.031
C -0.260 1.349 -1.538 0.077
C -2.582 0.778 -1.215 0.278
C -1.538 1.702 -1.105 0.083
H -0.746 -1.740 -2.436 0.004
H -3.086 -1.150 -1.714 -0.002
H 1.983 0.595 -1.818 0.004
H 1.518 -0.935 -3.088 0.017
H 0.540 2.067 -1.632 0.001
H -3.589 0.903 -0.823 0.011
H -1.717 2.688 -0.860 0.001
H 1.928 -0.848 -1.211 0.025
C 0.918 -0.059 1.634 0.004
C 1.386 -1.400 2.144 0.001
C 0.186 0.604 2.830 0.001
H 1.636 0.583 1.253 0.000
H 0.211 -0.304 0.865 0.002
H 1.100 -1.595 3.248 0.000
H 0.990 1.174 3.404 0.000
H 2.501 -1.559 2.212 0.000
H 1.026 -2.327 1.627 0.000
H -0.513 1.190 2.290 0.000
H -0.296 -0.074 3.561 0.000
```

---

(6)
C10H16AsMoN5O6S as an isolated structure, computed with ωB97M-V/def2-TZVPD.

The calculation puts the total energy at -103850.03946 eV. Its LUMO energy is -16.07 eV. The HOMO energy is -22.33 eV. Its frontier orbital gap is 6.261 eV. The charge is +4.

```
40
Properties=species:S:1:pos:R:3:mulliken_charge:R:1
Mo 0.430 -0.293 0.552 1.830
C -1.331 -2.002 -3.535 -1.034
N -1.579 -2.777 -2.293 0.038
C -2.377 -4.028 -2.411 -1.033
C -1.138 -2.345 -1.152 0.604
N -0.525 -1.144 -0.998 -0.343
N -1.390 -3.128 -0.017 -0.027
C -0.789 -3.027 1.184 0.581
N -1.041 -3.865 2.143 -0.235
N 0.154 -2.029 1.362 -0.504
H -1.505 -2.658 -4.382 0.335
H -0.293 -1.675 -3.573 0.458
H -2.025 -1.162 -3.595 0.404
H -2.700 -4.125 -3.442 0.331
H -3.277 -3.969 -1.796 0.452
H -1.761 -4.893 -2.163 0.428
H -0.622 -0.547 -1.816 0.126
H -2.041 -3.896 -0.149 0.203
H -1.676 -4.654 2.039 0.264
H -0.622 -3.763 3.065 0.282
H 0.989 -2.387 1.841 0.233
O 3.310 4.940 -0.743 -0.478
As 2.259 3.713 -0.296 0.897
O 2.545 2.158 -0.437 -0.409
O 2.036 -0.320 0.379 -0.539
C 0.721 4.480 0.426 0.522
C 0.805 5.858 0.583 -0.271
C -0.255 6.573 1.159 -0.746
C -1.387 5.906 1.566 -0.800
C -1.496 4.516 1.394 -0.447
C -0.458 3.783 0.835 0.226
S -0.882 2.086 0.690 2.099
O -2.264 1.908 0.876 -0.489
O -0.051 1.185 1.709 -0.680
O -0.286 1.394 -0.531 -0.712
H 4.186 4.698 -1.111 0.422
H 1.688 6.399 0.266 0.553
H -0.169 7.647 1.275 0.467
H -2.215 6.443 2.012 0.464
H -2.411 4.024 1.694 0.530
```

---

(7)
C10H16Cl2GaN2 as an isolated structure, computed with ωB97M-V/def2-TZVPD.

The calculation puts the total energy at -91029.96942 eV. Its LUMO energy (alpha / beta) is 3.17 / 3.23 eV. The HOMO energy (alpha / beta) is -3.74 / -2.71 eV. Its frontier orbital gap (alpha / beta) is 6.915 / 5.938 eV. The charge is -1.

```
31
Properties=species:S:1:pos:R:3:mulliken_charge:R:1
Ga 2.703 -0.463 -0.020 0.586
Cl 1.242 -2.223 -0.130 -0.480
Cl 3.158 0.234 2.074 -0.500
C 4.598 -0.884 -0.046 -0.781
H 5.359 -0.268 0.480 0.206
H 5.019 -1.176 -1.022 0.257
C -0.926 1.313 -0.537 -0.912
C 0.195 0.776 -0.898 -0.023
H -0.873 2.246 -0.009 0.759
C 0.326 0.077 -2.203 -0.668
H 1.077 1.051 -0.295 0.418
C -1.051 0.000 -2.971 -0.850
H 1.079 0.564 -2.836 0.282
H 0.683 -0.958 -2.044 0.227
C -2.155 -0.313 -1.963 -0.682
H -1.270 0.967 -3.459 0.326
H -0.962 -0.778 -3.743 0.391
C -2.284 0.893 -0.992 -0.738
H -3.099 -0.525 -2.455 0.370
H -1.856 -1.176 -1.356 0.278
H -2.914 1.713 -1.430 0.302
H -2.817 0.601 -0.068 0.235
N 0.188 -1.077 2.591 -0.098
C -0.783 -0.942 3.540 -0.348
C -1.329 0.344 3.322 -0.742
C -0.571 0.869 2.268 -0.439
N 0.334 0.006 1.799 0.191
H 0.803 -1.875 2.464 0.176
H -1.009 -1.701 4.275 0.434
H -2.149 0.847 3.816 0.362
H -0.716 1.858 1.849 0.463
```

---

(8)
C10H16Cl2INOPPb as an isolated structure, computed with ωB97M-V/def2-TZVPD.

The calculation puts the total energy at -61814.78863 eV. Its LUMO energy (alpha / beta) is -14.42 / -13.79 eV. The HOMO energy (alpha / beta) is -18.38 / -18.39 eV. Its frontier orbital gap (alpha / beta) is 3.956 / 4.600 eV. The charge is +3.

```
33
Properties=species:S:1:pos:R:3:mulliken_charge:R:1
C -3.769 0.851 2.125 -1.120
I -3.518 -0.997 0.039 0.231
H -3.374 1.904 2.372 0.414
H -3.769 0.251 3.057 0.475
H -4.799 0.978 1.707 0.475
Pb -1.545 0.462 1.532 0.841
P -1.141 0.354 -2.334 0.838
C -2.002 -0.900 -3.319 -1.005
C -2.191 1.777 -2.091 -0.942
H 0.980 1.451 -2.424 0.352
H 0.252 1.316 -4.065 0.439
H 1.017 -0.119 -3.300 0.463
C 0.420 0.789 -3.106 -1.106
H -1.648 2.547 -1.507 0.434
H -2.487 2.220 -3.069 0.448
H -2.355 -0.450 -4.270 0.422
H -2.867 -1.280 -2.737 0.346
H -3.116 1.529 -1.539 0.314
H -1.302 -1.733 -3.529 0.415
C -0.644 -0.642 -0.846 0.135
O 0.075 -1.546 -0.576 -0.168
Cl -0.153 2.256 0.258 -0.320
Cl 4.678 -0.789 -0.149 -0.121
C 3.569 -0.771 1.143 -0.001
C 3.969 -1.257 2.430 -0.218
C 2.967 -1.227 3.419 -0.694
C 1.697 -0.798 3.111 -0.021
N 1.344 -0.415 1.889 0.120
C 2.268 -0.312 0.928 -0.227
H 4.957 -1.604 2.569 0.540
H 3.201 -1.567 4.438 0.399
H 0.920 -0.754 3.894 0.350
H 1.995 0.135 -0.012 0.493
```

---

(9)
C10H16Cl2N2Pb as an isolated structure, computed with ωB97M-V/def2-TZVPD.

The calculation puts the total energy at -43899.24592 eV. Its LUMO energy is -1.12 eV. The HOMO energy is -8.10 eV. Its frontier orbital gap is 6.984 eV.

```
31
Properties=species:S:1:pos:R:3:mulliken_charge:R:1
Pb 0.118 0.165 -1.062 1.173
Cl 0.510 2.468 -1.968 -0.545
Cl -1.832 -0.808 -2.323 -0.559
C 1.298 -0.890 -2.276 -1.284
H 0.980 -1.899 -2.542 0.462
H 1.971 -0.368 -2.961 0.337
C 1.573 -1.329 0.468 -0.665
C 2.219 -1.087 -0.727 0.299
H 0.641 -1.911 0.464 0.527
C 3.386 -0.058 -0.673 -0.522
H 2.663 -2.041 -1.063 0.376
C 4.311 -0.426 0.487 -0.842
H 3.931 -0.082 -1.625 0.368
H 2.990 0.961 -0.543 0.277
C 3.574 -0.431 1.824 -0.584
H 4.729 -1.423 0.302 0.315
H 5.156 0.267 0.531 0.375
C 2.208 -1.164 1.797 -0.810
H 4.210 -0.886 2.592 0.312
H 3.400 0.605 2.137 0.315
H 2.351 -2.155 2.259 0.368
H 1.523 -0.638 2.479 0.281
N -2.392 2.357 0.235 0.033
C -3.640 2.564 0.724 -0.172
C -4.095 1.325 1.176 -0.597
C -3.052 0.413 0.906 -0.439
N -2.000 1.059 0.362 -0.138
H -1.768 3.008 -0.241 0.164
H -4.108 3.537 0.733 0.423
H -5.040 1.095 1.628 0.358
H -3.043 -0.657 1.068 0.395
```

---

(10)
C10H16ClCuF3NO5P as an isolated structure, computed with ωB97M-V/def2-TZVPD.

The calculation puts the total energy at -96945.14102 eV. Its LUMO energy is -6.40 eV. The HOMO energy is -11.73 eV. Its frontier orbital gap is 5.324 eV. The charge is +1.

```
38
Properties=species:S:1:pos:R:3:mulliken_charge:R:1
C -3.429 0.852 -0.829 -0.972
C -2.699 0.179 -2.175 -0.711
C -1.100 0.036 -1.848 0.486
O -0.622 -1.339 -1.638 -0.396
C 0.824 -1.355 -1.263 -0.844
C 1.094 -1.440 0.351 0.851
P 0.082 -2.898 1.045 0.227
N -1.707 -2.577 0.950 -0.502
O 0.338 -3.119 2.783 -0.515
O 2.508 -1.940 0.428 -0.419
C 3.051 -1.693 1.805 0.488
O 4.096 -2.272 2.411 -0.497
O 2.092 -0.681 2.361 -0.399
C 1.319 -0.073 1.227 0.697
Cl -0.248 0.428 2.078 -0.138
C 2.386 1.069 0.714 -0.762
C 1.784 2.165 -0.340 -0.357
C 1.346 3.604 0.317 0.655
F 0.670 4.371 -0.796 -0.278
F 0.351 3.519 1.410 -0.223
F 2.517 4.385 0.788 -0.242
H -3.624 -0.034 -0.083 0.317
H -2.761 1.653 -0.298 0.290
H -4.431 1.422 -1.139 0.345
H -3.225 -0.801 -2.539 0.315
H -2.801 1.020 -3.014 0.345
H -0.922 0.604 -0.813 -0.198
H -0.396 0.567 -2.653 0.318
H 1.437 -0.501 -1.814 0.296
H 1.243 -2.373 -1.725 0.345
H -1.879 -1.552 0.860 0.181
H -2.159 -2.992 1.797 0.267
H -0.533 -2.931 3.255 0.283
H 3.300 0.540 0.157 0.388
H 2.889 1.626 1.642 0.396
H 0.890 1.797 -0.999 -0.054
H 2.669 2.412 -1.103 0.345
Cu -4.351 -1.677 -1.312 0.673
```

---

(11)
C10H16N2O2S as an isolated structure, computed with ωB97M-V/def2-TZVPD.

The calculation puts the total energy at -28536.47815 eV. Its LUMO energy is 0.62 eV. The HOMO energy is -7.75 eV. Its frontier orbital gap is 8.370 eV.

```
31
Properties=species:S:1:pos:R:3:mulliken_charge:R:1
C -1.461 1.398 -1.411 -1.001
C -0.911 0.063 -1.289 -0.067
C -2.328 1.947 -0.531 -0.144
C 0.845 1.888 0.452 -0.853
C -2.365 0.547 1.357 -0.167
C 2.351 2.147 0.471 -0.677
C 0.826 0.357 0.516 -0.300
C -0.124 -0.447 -0.308 -0.225
C -1.147 -2.655 -0.525 -1.330
C 1.106 -2.537 0.312 -1.049
N -2.911 1.288 0.498 -0.477
N -0.077 -1.804 -0.075 0.195
O 2.760 0.267 -1.479 -0.631
O 3.514 -0.313 0.785 -0.667
S 2.600 0.410 -0.062 1.117
H -1.345 1.888 -2.369 0.388
H -1.268 -0.625 -2.047 0.569
H -2.806 2.889 -0.765 0.425
H 0.305 2.363 1.271 0.471
H 0.418 2.222 -0.491 0.222
H -3.009 -0.054 1.985 0.335
H -1.300 0.505 1.563 0.177
H 2.711 2.907 -0.211 0.403
H 2.769 2.277 1.463 0.330
H 0.907 -0.020 1.536 0.783
H -1.238 -3.485 0.180 0.367
H -2.084 -2.099 -0.535 0.439
H -0.972 -3.074 -1.524 0.361
H 1.950 -1.888 0.516 0.353
H 0.887 -3.134 1.207 0.312
H 1.395 -3.226 -0.489 0.341
```

---

(12)
One molecule with the formula C10H16N4O3S, computed with ωB97M-V/def2-TZVPD.

As for the SMILES: CCCCOC(=O)[C@@H](C)Nc1n[nH]c(=S)[nH]c1=O. The calculation puts the total energy at -33558.66389 eV. Its LUMO energy is -1.11 eV. The HOMO energy is -8.13 eV. Its frontier orbital gap is 7.022 eV.

```
34
Properties=species:S:1:pos:R:3:mulliken_charge:R:1
C -3.184 2.126 0.059 -1.622
C -2.033 2.302 -0.796 -0.046
C -1.924 1.330 -2.041 -0.459
C -0.871 1.752 -3.048 -0.839
O 0.394 1.945 -2.380 -0.386
C 0.892 0.439 -2.230 0.378
O 0.384 -0.564 -2.540 -0.486
C 2.213 0.567 -1.364 -0.206
C 2.655 1.937 -0.733 -1.307
N 2.477 -0.505 -0.482 -0.052
C 1.303 -0.730 0.261 0.022
N 0.090 0.167 0.543 0.280
N -0.596 -0.090 1.465 -0.341
C -0.880 -1.285 2.087 0.202
S -2.065 -1.319 3.192 -0.397
N 0.061 -2.049 2.089 0.067
C 1.253 -1.868 1.194 0.129
O 2.210 -2.941 1.082 -0.679
H -3.307 0.976 0.153 0.316
H -4.094 2.305 -0.523 0.405
H -3.302 2.735 0.864 0.382
H -1.095 2.300 -0.285 0.258
H -1.966 3.351 -1.283 0.339
H -1.760 0.333 -1.831 0.437
H -2.896 1.717 -2.702 0.256
H -1.113 2.755 -3.490 0.507
H -0.882 1.192 -3.927 0.414
H 2.870 0.423 -2.101 0.963
H 2.661 2.860 -1.456 0.239
H 3.557 1.671 -0.398 0.532
H 1.757 2.088 0.036 0.201
H 3.014 -1.151 -0.582 0.089
H -1.443 0.595 1.417 0.170
H 0.210 -2.896 2.578 0.236
```

---

What is the total energy in the eleventh record? -28536.47815 eV

---

Which value of total energy does entry 7 give? -91029.96942 eV

---

total energy of number 7 (C10H16Cl2GaN2)? -91029.96942 eV

---

Which value of total energy does entry 7 give? -91029.96942 eV